{"formula": "C30H29BN6O4Zr", "method": "ωB97M-V/def2-TZVPD", "relative_energy_kcal_mol": 0.00, "homo_ev": -8.10, "charge": 0, "gap_ev": 7.943, "elements": ["Zr", "O", "C", "C", "C", "C", "C", "C", "C", "N", "C", "C", "N", "C", "C", "C", "C", "C", "C", "C", "O", "H", "H", "H", "H", "H", "H", "H", "H", "H", "H", "H", "H", "H", "H", "C", "C", "O", "C", "C", "C", "C", "C", "C", "O", "H", "H", "H", "H", "H", "H", "H", "B", "N", "C", "C", "C", "N", "N", "C", "C", "C", "N", "H", "H", "H", "H", "H", "H", "H", "H"], "xyz": [[0.32511, -0.19091, 0.36811], [1.23651, -1.93190, 0.96032], [2.46517, -2.28188, 1.26891], [3.02069, -3.45778, 0.74581], [4.31920, -3.80281, 1.06214], [5.09436, -3.01274, 1.91417], [4.54487, -1.86883, 2.45225], [3.23773, -1.48266, 2.13369], [2.67440, -0.30784, 2.76494], [1.55981, 0.25202, 2.48385], [1.21788, 1.39334, 3.35316], [-0.02252, 2.11561, 2.84381], [0.09709, 2.13328, 1.40329], [0.30078, 3.23467, 0.80121], [0.73201, 3.29793, -0.58561], [0.50102, 4.43663, -1.35899], [0.94629, 4.50282, -2.66406], [1.66324, 3.42924, -3.19092], [1.93971, 2.30583, -2.43448], [1.47370, 2.22018, -1.11628], [1.72672, 1.15424, -0.37260], [2.41178, -4.06017, 0.08555], [4.74114, -4.70638, 0.63942], [6.10938, -3.29802, 2.15324], [5.12388, -1.25140, 3.13025], [3.28378, 0.10636, 3.57642], [2.06257, 2.08862, 3.36533], [1.05335, 1.03660, 4.37261], [-0.07023, 3.12548, 3.26703], [-0.92002, 1.57149, 3.12601], [0.21226, 4.18272, 1.34562], [-0.04478, 5.26726, -0.92451], [0.75007, 5.37857, -3.26731], [2.01579, 3.47335, -4.21433], [2.49375, 1.47333, -2.84595], [-2.99774, 1.94854, -1.77553], [-2.37226, 1.17028, -0.65534], [-1.16994, 0.89685, -0.78711], [-3.13607, 0.77719, 0.51434], [-4.51583, 1.06856, 0.55005], [-5.30087, 0.74938, 1.62863], [-4.70590, 0.12267, 2.72938], [-3.36717, -0.17802, 2.73718], [-2.54150, 0.12582, 1.63233], [-1.28202, -0.19410, 1.71019], [-2.21963, 2.20035, -2.49023], [-3.48099, 2.85252, -1.40444], [-3.75542, 1.34057, -2.27301], [-4.96939, 1.55284, -0.30367], [-6.35735, 0.97651, 1.62689], [-5.31050, -0.13485, 3.59077], [-2.90529, -0.67353, 3.58105], [-1.23406, -1.46701, -2.88411], [-1.71037, -2.20065, -1.59832], [-2.54378, -3.24541, -1.53739], [-2.66178, -3.64899, -0.21955], [-1.83987, -2.76597, 0.47533], [-1.27643, -1.89278, -0.35895], [0.31829, -1.46255, -2.83238], [1.15594, -1.91404, -3.76995], [2.45690, -1.77133, -3.31733], [2.31074, -1.19865, -2.05736], [1.02020, -1.01862, -1.77215], [-1.56769, -2.13270, -3.83250], [-1.66834, -0.34861, -2.94876], [-2.97732, -3.62782, -2.44580], [-3.24568, -4.46197, 0.17358], [-1.61933, -2.71406, 1.52885], [0.75751, -2.31306, -4.68712], [3.36808, -2.04272, -3.81981], [3.06839, -0.90092, -1.34986]], "mulliken_charge": [0.482, -0.481, 0.277, -0.491, -0.500, -0.769, -0.748, 0.429, -0.158, 0.406, -1.177, -0.776, 0.622, -0.527, 0.684, -0.467, -0.846, -0.564, -0.685, 0.654, -0.907, 0.483, 0.417, 0.398, 0.374, 0.345, 0.490, 0.499, 0.668, -0.117, 0.357, 0.441, 0.405, 0.420, 0.448, -2.499, 1.228, 0.834, 0.942, -1.396, -0.900, -0.479, -0.465, 0.247, -0.465, 0.301, 0.591, 0.477, 0.441, 0.406, 0.437, 0.506, 0.272, -0.771, -0.135, -1.387, -0.739, 1.331, -0.319, -0.182, -1.371, -0.605, 1.015, -0.183, -0.211, 0.449, 0.432, 0.641, 0.445, 0.441, 0.588]}

{"formula": "C5H35NO15", "method": "ωB97M-V/def2-TZVPD", "relative_energy_kcal_mol": 129.02, "homo_ev": -8.49, "charge": 0, "gap_ev": 8.467, "elements": ["N", "C", "C", "C", "C", "C", "O", "O", "H", "H", "H", "H", "H", "H", "H", "H", "H", "H", "H", "O", "H", "H", "O", "H", "H", "O", "H", "H", "O", "H", "H", "O", "H", "H", "O", "H", "H", "O", "H", "H", "O", "H", "H", "O", "H", "H", "O", "H", "H", "O", "H", "H", "O", "H", "H", "O"], "xyz": [[-0.12119, -1.87919, 1.95049], [-0.65457, -3.02905, 1.23673], [-1.38336, -2.56579, -0.06036], [-0.72722, -1.24844, -0.38697], [0.05104, -0.76198, 1.06517], [1.49783, -0.42083, 0.86515], [1.74049, 0.29727, -0.24132], [2.33217, -0.54817, 1.70924], [-0.69964, -1.64197, 2.77332], [0.19787, -3.81452, 1.15341], [-1.37487, -3.37148, 1.92897], [-2.49383, -2.43322, -0.12442], [-1.11642, -3.24532, -0.92056], [0.01400, -1.38995, -1.20140], [-1.41644, -0.51528, -0.75702], [-0.64883, 0.04614, 1.49898], [2.57919, 0.83882, -0.24588], [1.22651, -0.92370, -3.29207], [1.00812, -1.36560, -4.87249], [1.49740, -0.86553, -4.26503], [-3.34095, 1.14018, 1.10025], [-3.21820, -0.09689, 0.49005], [-3.24512, 0.22726, 1.36726], [-4.00711, 2.86935, -2.68009], [-3.00211, 1.76794, -2.52101], [-3.88719, 1.84837, -2.69817], [-3.66658, -0.00972, -1.58745], [-3.28347, -1.50670, -1.89325], [-3.80596, -0.89331, -1.29855], [2.36292, -4.51286, 0.84195], [2.03021, -4.05950, 2.22746], [2.16484, -4.88733, 1.75044], [3.38495, -1.86047, -1.04921], [3.60063, -0.82416, -2.11989], [4.11332, -1.54154, -1.57764], [0.54160, 2.60577, 4.97961], [0.05754, 1.49923, 3.90140], [-0.07188, 2.41784, 4.11779], [3.81164, 1.52368, -1.44395], [3.60281, 2.46010, -2.80594], [3.02582, 1.80057, -2.12633], [0.79853, 3.75480, 1.32771], [0.19257, 4.62231, 0.24346], [-0.04332, 3.97756, 0.91791], [-0.69448, 1.62744, -4.25690], [0.58715, 1.65947, -3.39131], [-0.36428, 1.77301, -3.31619], [-1.88530, 3.04112, 1.11851], [-3.30599, 3.43523, 1.46159], [-2.77702, 2.88281, 0.90475], [-2.27435, -0.35031, 4.52797], [-2.53949, -0.07490, 2.93944], [-2.04802, -0.26718, 3.65900], [5.14968, 1.31446, 0.40353], [5.53670, 0.36575, -0.85082], [4.99166, 1.10845, -0.47735]], "nbo_charge": [-0.655, -0.239, -0.463, -0.395, -0.167, 0.766, -0.713, -0.592, 0.408, 0.198, 0.205, 0.230, 0.204, 0.183, 0.210, 0.262, 0.512, 0.493, 0.478, -0.971, 0.497, 0.485, -0.984, 0.483, 0.468, -0.948, 0.486, 0.480, -0.953, 0.461, 0.477, -0.930, 0.469, 0.484, -0.952, 0.470, 0.483, -0.953, 0.492, 0.474, -1.021, 0.482, 0.477, -0.953, 0.469, 0.491, -0.960, 0.505, 0.477, -0.966, 0.488, 0.512, -1.006, 0.500, 0.527, -0.965]}

{"formula": "C39H39BrN8O7PTi", "method": "ωB97M-V/def2-TZVPD", "relative_energy_kcal_mol": 0.00, "homo_ev": [-7.19, -7.81], "charge": 0, "gap_ev": [6.288, 6.781], "spin_multiplicity": 2, "elements": ["Ti", "O", "C", "O", "C", "C", "C", "C", "C", "C", "O", "N", "O", "O", "N", "O", "O", "H", "H", "N", "C", "N", "C", "N", "N", "C", "N", "C", "C", "C", "C", "C", "N", "H", "H", "H", "H", "H", "H", "H", "H", "Br", "C", "C", "C", "C", "C", "C", "C", "C", "C", "C", "H", "H", "H", "H", "H", "H", "C", "C", "C", "C", "P", "C", "C", "C", "C", "C", "C", "C", "C", "C", "C", "H", "H", "H", "H", "H", "H", "H", "H", "H", "H", "H", "H", "H", "H", "H", "H", "H", "H", "H", "H", "H", "H", "H"], "xyz": [[0.29701, -0.10827, -0.13019], [0.15157, 3.57995, -1.57119], [0.62110, 2.51390, -1.25841], [-0.00207, 1.66255, -0.45514], [2.00184, 2.10718, -1.70416], [2.58788, 2.89500, -2.65880], [3.89632, 2.67011, -3.02894], [4.65327, 1.70687, -2.41721], [4.08880, 0.90806, -1.43962], [2.71974, 1.04338, -1.08193], [2.13850, 0.29093, -0.18899], [5.01463, -0.07797, -0.82833], [6.17275, -0.06240, -1.18955], [4.60495, -0.85475, 0.01117], [4.50567, 3.50473, -4.08259], [3.77774, 4.28870, -4.66315], [5.69339, 3.35632, -4.31383], [2.01921, 3.70071, -3.10500], [5.68581, 1.56949, -2.68583], [2.46782, -2.09239, 1.66456], [1.30227, -2.70263, 1.44381], [1.17764, -3.97973, 1.78637], [-0.02498, -4.49285, 1.57484], [-0.20593, -5.78674, 1.87739], [-1.10398, -3.82685, 1.09335], [-0.88175, -2.58554, 0.77723], [0.30372, -1.96407, 0.88397], [-2.03110, -1.71686, 0.41182], [-3.33169, -2.15721, 0.51462], [-4.36327, -1.24761, 0.36589], [-4.04860, 0.07621, 0.12923], [-2.72769, 0.43781, -0.00133], [-1.71865, -0.44306, 0.11723], [3.23980, -2.69003, 1.90747], [2.69114, -1.23802, 1.16500], [0.57003, -6.32462, 2.21975], [-1.09789, -6.21276, 1.69891], [-3.50480, -3.20285, 0.73429], [-5.39683, -1.56355, 0.44424], [-4.82052, 0.83175, 0.04440], [-2.43368, 1.45045, -0.22304], [-1.58851, 0.88096, -3.05267], [-1.21317, -0.85853, -3.69657], [-1.96099, -1.24294, -4.76792], [-1.67205, -2.44990, -5.43671], [-0.60360, -3.18816, -5.03423], [0.18193, -2.79735, -3.91742], [1.31818, -3.57449, -3.58257], [2.09592, -3.21362, -2.53033], [1.72188, -2.11169, -1.72862], [0.61070, -1.31170, -1.94848], [-0.13865, -1.63240, -3.14750], [-2.75727, -0.59774, -5.12295], [-2.27359, -2.75320, -6.28694], [-0.31695, -4.08716, -5.57333], [1.55967, -4.43773, -4.19560], [2.98869, -3.77899, -2.27771], [2.37368, -1.92028, -0.89205], [-0.80983, 3.57925, 2.90861], [-0.78630, 2.21050, 3.60283], [-0.70536, 2.36944, 5.12204], [-2.12132, 1.52177, 3.29002], [0.61380, 1.18663, 2.80310], [0.70055, -0.20943, 4.01913], [-0.27797, -1.19919, 3.86288], [-0.33835, -2.31434, 4.68949], [0.59938, -2.47834, 5.69881], [1.57462, -1.50725, 5.87842], [1.62118, -0.38778, 5.05289], [2.22237, 2.16663, 2.98351], [3.38997, 1.19263, 2.71021], [2.45656, 2.89604, 4.31179], [2.26033, 3.21179, 1.85008], [-1.74062, 4.09782, 3.16570], [-0.76821, 3.48488, 1.81806], [0.01629, 4.21548, 3.22902], [-1.66217, 2.77243, 5.47811], [0.07510, 3.06021, 5.43456], [-0.54432, 1.41434, 5.62600], [-2.93772, 2.18790, 3.59183], [-2.24447, 0.59056, 3.84012], [-2.23024, 1.32057, 2.22798], [-1.00820, -1.09624, 3.07474], [-1.11188, -3.06089, 4.53105], [0.57150, -3.35566, 6.33996], [2.30803, -1.61438, 6.67062], [2.39012, 0.34631, 5.24108], [3.38150, 0.30246, 3.33365], [4.33414, 1.71939, 2.88912], [3.38458, 0.86430, 1.66979], [2.35103, 2.26358, 5.19259], [1.78502, 3.74728, 4.42858], [3.47871, 3.29152, 4.30515], [1.78008, 2.85143, 0.94584], [3.30387, 3.44072, 1.60372], [1.77624, 4.14648, 2.12964]], "mulliken_spin": [0.958, 0.003, -0.013, -0.019, 0.004, 0.002, 0.001, 0.001, 0.005, -0.020, -0.063, 0.000, 0.001, 0.000, 0.000, 0.000, 0.000, 0.000, 0.000, 0.006, 0.000, 0.002, -0.001, 0.002, 0.009, 0.025, -0.047, 0.071, -0.018, 0.043, -0.020, 0.073, -0.060, -0.001, 0.010, 0.000, 0.000, 0.001, 0.002, 0.000, -0.001, 0.003, -0.016, 0.004, -0.002, 0.002, -0.009, 0.008, -0.008, 0.028, -0.038, 0.015, 0.001, 0.000, 0.000, 0.001, 0.000, -0.001, 0.002, 0.001, 0.000, 0.004, 0.038, -0.024, 0.006, 0.001, 0.000, 0.000, -0.001, 0.001, -0.003, 0.001, 0.003, 0.000, -0.001, 0.000, 0.000, 0.000, 0.000, 0.000, 0.001, 0.008, 0.005, 0.000, 0.000, 0.000, 0.000, 0.001, 0.000, 0.009, 0.000, 0.000, 0.000, 0.000, 0.000, 0.000]}